Molecular formula: C57H45BFNO41S
Method: DFT, ωB97M-V with the def2-TZVPD basis set

Output
total energy	-159504.340	eV
LUMO	-1.746	eV
spin multiplicity	1
F_max	0.05482	Eh/bohr
HOMO level	-0.3475	hartree
gap between HOMO and LUMO	0.2833	Eh
structure (SMILES)	CCOCN(B(O)O)S(=O)(=O)F.O=C1C=C(O)C(=O)C=C1O.O=C1C=C(O)C(=O)C=C1O.O=C1C=C(O)C(=O)C=C1O.O=C1C=C(O)C(=O)C=C1O.O=C1C=C(O)C(=O)C=C1O.O=C1C=C(O)C(=O)C=C1O.O=C1C=C(O)C(=O)C=C1O.O=C1C=C(O)C(=O)C=C1O.O=C1C=C(O)C(=O)C=C1O

Element x y z (Å)
C 7.498 -2.517 0.320
C 6.624 -3.493 -0.409
O 5.282 -3.107 -0.217
C 4.458 -3.583 -1.233
N 3.034 -3.431 -0.906
B 2.542 -2.027 -0.870
O 1.209 -1.793 -0.999
O 3.416 -1.013 -0.815
S 2.572 -4.327 0.348
O 1.238 -4.074 0.649
O 3.425 -4.311 1.452
F 2.561 -5.726 -0.235
H 7.116 -1.531 0.125
H 8.524 -2.585 0.009
H 7.392 -2.673 1.377
H 6.874 -3.516 -1.463
H 6.793 -4.488 -0.011
H 4.654 -4.618 -1.491
H 4.623 -3.005 -2.125
H 0.815 -1.659 -0.117
H 2.893 -0.204 -0.843
C -1.676 -0.991 2.185
C -2.904 -1.020 2.721
C -4.068 -0.314 2.077
O -5.163 -0.402 2.607
C -3.831 0.430 0.859
C -2.603 0.471 0.333
C -1.448 -0.253 0.966
O -0.357 -0.185 0.411
O -2.309 1.136 -0.777
O -3.177 -1.666 3.841
H -0.832 -1.498 2.634
H -4.672 0.937 0.413
H -1.358 0.991 -0.940
H -4.134 -1.542 4.001
C -7.475 -1.624 -1.840
C -8.090 -2.732 -2.268
C -8.383 -3.887 -1.349
O -8.962 -4.849 -1.816
C -7.954 -3.788 0.034
C -7.333 -2.680 0.470
C -7.067 -1.510 -0.453
O -6.524 -0.524 0.005
O -6.919 -2.550 1.719
O -8.481 -2.898 -3.522
H -7.260 -0.792 -2.493
H -8.152 -4.631 0.681
H -6.498 -1.673 1.828
H -8.899 -3.780 -3.587
C -1.986 3.931 3.126
C -1.503 4.978 3.805
C -1.298 4.935 5.298
O -0.838 5.925 5.832
C -1.665 3.723 6.009
C -2.147 2.677 5.326
C -2.322 2.718 3.832
O -2.744 1.716 3.277
O -2.497 1.537 5.900
O -1.164 6.117 3.232
H -2.132 3.949 2.055
H -1.530 3.706 7.081
H -2.803 0.948 5.184
H -0.831 6.697 3.952
C -7.555 -2.847 -8.490
C -8.090 -3.010 -7.271
C -8.421 -4.376 -6.723
O -8.893 -4.418 -5.603
C -8.165 -5.537 -7.548
C -7.631 -5.373 -8.768
C -7.281 -4.010 -9.312
O -6.785 -3.960 -10.421
O -7.369 -6.373 -9.585
O -8.358 -2.004 -6.458
H -7.310 -1.874 -8.892
H -8.418 -6.508 -7.149
H -6.988 -5.973 -10.392
H -8.718 -2.391 -5.633
C 2.820 0.366 3.579
C 3.687 -0.586 3.193
C 5.179 -0.409 3.348
O 5.888 -1.326 2.983
C 5.677 0.827 3.914
C 4.808 1.772 4.301
C 3.318 1.587 4.165
O 2.607 2.492 4.564
O 5.180 2.924 4.826
O 3.325 -1.729 2.669
H 1.749 0.251 3.477
H 6.746 0.947 4.007
H 4.359 3.419 5.020
H 4.141 -2.244 2.495
C -0.226 11.368 2.551
C 0.019 10.071 2.782
C 0.683 9.600 4.053
O 0.854 8.402 4.196
C 1.086 10.589 5.031
C 0.843 11.887 4.797
C 0.156 12.358 3.540
O -0.039 13.552 3.421
O 1.177 12.849 5.634
O -0.298 9.117 1.925
H -0.703 11.717 1.646
H 1.574 10.241 5.929
H 0.883 13.685 5.221
H -0.017 8.270 2.321
C 8.597 -4.844 5.374
C 7.625 -4.113 4.805
C 6.174 -4.287 5.188
O 5.366 -3.573 4.628
C 5.833 -5.287 6.182
C 6.807 -6.015 6.745
C 8.258 -5.829 6.381
O 9.074 -6.524 6.958
O 6.586 -6.946 7.655
O 7.855 -3.198 3.886
H 9.639 -4.730 5.112
H 4.790 -5.413 6.436
H 7.463 -7.310 7.889
H 6.993 -2.794 3.642
C -6.465 3.233 -5.431
C -6.262 1.957 -5.072
C -5.579 1.595 -3.776
O -5.448 0.414 -3.513
C -5.113 2.665 -2.917
C -5.315 3.940 -3.279
C -6.019 4.304 -4.561
O -6.173 5.486 -4.801
O -4.920 4.971 -2.556
O -6.640 0.931 -5.812
H -6.955 3.505 -6.355
H -4.608 2.392 -2.001
H -5.196 5.770 -3.048
H -6.381 0.123 -5.327
C 7.223 -3.010 -5.814
C 8.012 -2.404 -6.715
C 8.201 -0.907 -6.733
O 8.949 -0.448 -7.574
C 7.485 -0.109 -5.756
C 6.694 -0.715 -4.858
C 6.526 -2.213 -4.828
O 5.800 -2.677 -3.966
O 6.011 -0.058 -3.939
O 8.679 -3.054 -7.645
H 7.081 -4.080 -5.791
H 7.615 0.963 -5.786
H 5.527 -0.726 -3.415
H 9.168 -2.378 -8.155

Atomic forces in eV per Å
-0.520 0.084 0.056
0.365 -0.073 0.059
-0.210 -0.017 0.181
-0.207 0.223 -0.257
1.437 0.299 0.333
-0.893 -0.748 -0.440
-0.136 -0.085 0.598
0.752 0.489 -0.108
-1.240 0.801 0.667
-2.690 0.841 -0.075
2.282 -0.445 0.876
0.782 -1.530 -0.981
0.036 0.600 -0.196
0.498 -0.093 -0.014
0.252 -0.060 0.458
-0.033 0.069 -0.445
-0.117 -0.484 0.028
0.080 -0.479 0.173
-0.019 0.181 -0.439
-0.398 0.166 -0.500
0.146 0.169 -0.073
0.123 -0.112 -0.056
0.372 -0.086 -0.236
-0.016 0.329 -0.477
0.151 -0.318 0.447
-0.104 -0.006 -0.091
-0.203 -0.096 0.079
0.180 -0.218 0.226
-0.365 0.296 0.111
0.179 0.094 -0.082
-0.351 0.071 0.245
-0.050 -0.034 0.009
-0.024 -0.017 -0.035
0.007 -0.037 -0.036
0.003 -0.052 -0.009
-0.024 0.094 0.015
0.173 0.333 0.135
0.083 -0.083 0.341
-0.044 0.015 -0.189
-0.050 -0.028 -0.089
-0.098 -0.226 -0.109
-0.071 -0.016 -0.219
-0.061 -0.095 0.136
0.104 0.213 0.077
-0.192 -0.096 0.037
0.041 -0.004 -0.018
0.007 0.012 0.037
-0.019 0.087 -0.032
0.060 -0.024 -0.085
-0.039 -0.114 -0.184
-0.012 -0.116 -0.167
-0.044 -0.233 0.391
-0.038 0.107 -0.181
0.050 0.127 0.035
0.101 0.171 0.143
-0.007 0.143 -0.269
0.029 0.113 0.464
-0.095 -0.217 -0.066
0.123 0.354 0.155
0.006 0.029 -0.013
0.006 -0.032 -0.001
0.019 -0.026 0.011
0.108 -0.017 0.023
0.058 -0.025 -0.152
0.129 0.079 -0.228
0.044 -0.217 -0.168
-0.161 -0.151 -0.070
-0.058 -0.002 0.148
-0.128 -0.019 0.277
-0.056 0.407 0.189
0.021 -0.203 -0.120
0.104 -0.094 -0.252
-0.085 0.009 0.188
0.000 0.023 0.028
0.018 -0.022 -0.022
0.010 0.008 -0.001
0.093 0.062 0.059
-0.047 0.072 -0.002
-0.110 0.218 0.118
0.086 0.441 0.194
0.076 -0.129 -0.189
0.156 -0.180 -0.057
0.161 -0.152 -0.061
-0.284 -0.267 -0.133
0.054 0.272 0.090
-0.072 0.225 0.095
0.042 -0.213 -0.190
0.022 -0.033 0.002
0.006 0.026 0.022
-0.031 -0.047 -0.010
-0.142 -0.206 -0.056
-0.016 0.136 0.008
-0.038 0.270 -0.026
0.130 0.174 0.278
-0.193 -0.160 -0.235
0.033 -0.115 0.000
0.056 -0.311 0.041
-0.137 -0.223 -0.328
0.080 0.136 0.158
0.002 0.296 0.072
0.001 -0.251 -0.018
-0.012 -0.029 -0.018
-0.006 0.022 0.021
-0.009 0.001 0.002
0.014 -0.007 -0.041
0.068 -0.116 0.100
0.232 -0.136 0.094
-0.090 -0.219 0.146
-0.106 0.049 -0.002
-0.078 0.099 -0.059
-0.215 0.165 -0.134
0.189 0.277 -0.303
-0.077 -0.164 0.150
0.093 -0.198 0.183
-0.153 0.064 -0.074
0.003 0.032 -0.019
0.000 -0.020 0.020
0.016 0.010 -0.003
0.055 0.123 0.005
-0.006 0.140 -0.001
-0.039 0.269 -0.068
0.200 0.255 0.313
-0.123 -0.164 -0.235
0.005 -0.118 0.033
0.045 -0.293 0.080
-0.154 -0.245 -0.306
0.092 0.139 0.143
0.014 0.283 0.036
0.000 -0.265 -0.001
-0.015 -0.030 -0.013
0.028 0.016 0.003
-0.013 0.003 -0.003
-0.022 -0.013 -0.014
-0.069 -0.048 0.090
-0.197 -0.123 0.228
-0.183 0.300 0.256
0.091 -0.146 -0.153
0.096 0.036 -0.110
0.161 0.138 -0.181
0.122 -0.236 -0.202
-0.024 0.147 0.019
-0.163 -0.034 0.198
0.197 0.002 -0.239
0.024 -0.012 -0.023
-0.012 0.012 0.030
0.013 0.008 0.021
0.006 0.002 0.005